DFT (ωB97M-V/def2-TZVPD) results for C3H4F2N2 in the gas phase in a non-equilibrium geometry.

Computed properties:
HOMO-LUMO gap	11.16	eV
SMILES string	N#CN(CF)CF
electronic energy	-425.89202	Eh
highest occupied orbital energy	-10.4	eV

Structure (ORCA input):
```
! RIJCOSX wB97M-V def2-TZVPD def2/J DEFGRID3
* xyz 0 1
N 2.344 0.626 -1.366
C 1.298 0.375 -0.917
N 0.121 -0.067 -0.458
C -0.586 1.086 0.104
F 0.029 1.435 1.297
C -0.133 -1.377 0.363
F -1.215 -1.894 -0.226
H -0.541 2.008 -0.601
H -1.726 1.058 0.340
H -0.215 -1.084 1.375
H 0.625 -2.167 0.088
*
```

Here are the natural (NBO) charges for atoms 1 to 2, given in e: -0.35, 0.40

---

DFT (ωB97M-V/def2-TZVPD) results for an isolated ion of composition C7H12N and charge +1 in a non-equilibrium geometry.

Computed properties:
HOMO-LUMO gap	9.66	eV
SMILES string	CC#CC[C@@H]1[NH2+][C@H]1C
electronic energy	-328.29904	Eh
highest occupied orbital energy	-12.7	eV

Structure (ORCA input):
```
! RIJCOSX wB97M-V def2-TZVPD def2/J DEFGRID3
* xyz 1 1
C 4.205 0.668 0.001
C 2.896 0.079 0.120
C 1.759 -0.398 0.109
C 0.625 -1.265 0.239
C -0.933 -0.859 0.278
N -1.694 -0.767 -1.072
C -1.543 0.457 -0.163
C -2.767 1.079 0.587
H 4.684 0.793 0.998
H 4.049 1.656 -0.499
H 4.792 0.071 -0.613
H 0.617 -1.679 1.258
H 0.917 -2.166 -0.228
H -1.399 -1.516 0.971
H -2.621 -1.088 -1.310
H -1.088 -0.572 -1.851
H -0.903 1.221 -0.670
H -2.562 1.520 1.632
H -3.462 0.284 0.841
H -3.176 1.828 0.018
*
```

Here are the natural (NBO) charges for atoms 1 to 2, given in e: -0.70, 0.12

---

DFT (ωB97M-V/def2-TZVPD) results for C32H38N4O2PPdS as an isolated structure in a non-equilibrium geometry.

Computed properties:
HOMO-LUMO gap (spin up / spin down)	6.87 / 2.91	eV
electronic energy	-2477.92101	Eh
highest occupied orbital energy (spin up / spin down)	-15.7 / -16.1	eV

Structure (ORCA input):
```
! RIJCOSX wB97M-V def2-TZVPD def2/J DEFGRID3
* xyz 3 5
Pd -0.311 0.452 1.121
C 1.722 2.249 2.945
C 2.009 0.808 3.218
N 0.825 -0.109 2.881
C -0.134 -0.281 3.967
C -1.291 0.814 4.011
N -1.668 1.276 2.658
C -1.811 2.745 2.550
C -0.431 3.438 2.283
N 0.675 2.531 1.949
H 1.555 2.735 3.891
H 2.659 2.588 2.498
H 2.913 0.526 2.648
H 2.238 0.683 4.308
H 1.117 -1.071 2.661
H -0.598 -1.257 3.880
H 0.467 -0.264 4.916
H -2.203 0.533 4.594
H -0.777 1.655 4.482
H -2.492 0.762 2.289
H -2.339 3.039 1.634
H -2.405 3.190 3.376
H -0.535 4.216 1.476
H -0.183 3.959 3.243
H 1.030 2.924 1.050
O -1.985 2.804 -2.085
C -1.447 1.876 -1.516
O -0.703 2.044 -0.407
C -1.738 0.456 -1.921
P -1.867 -0.653 -0.426
C -3.602 -0.594 0.163
C -4.550 0.406 -0.255
C -5.811 0.402 0.222
C -6.192 -0.541 1.209
C -5.266 -1.512 1.696
C -3.964 -1.516 1.140
C -1.708 -2.323 -0.960
C -0.573 -3.151 -0.714
C -0.530 -4.378 -1.386
C -1.557 -4.847 -2.194
C -2.656 -4.047 -2.383
C -2.744 -2.736 -1.820
H -0.883 0.209 -2.568
H -2.659 0.426 -2.498
H -4.215 1.065 -1.039
H -6.558 1.123 -0.144
H -7.168 -0.493 1.623
H -5.631 -2.227 2.462
H -3.223 -2.283 1.456
H 0.273 -2.727 -0.162
H 0.406 -4.912 -1.343
H -1.552 -5.817 -2.670
H -3.513 -4.476 -2.951
H -3.569 -2.063 -2.122
N 1.203 -0.420 -0.174
S 2.721 0.125 -0.264
C 2.663 1.279 -1.572
C 2.153 0.933 -2.811
C 2.194 1.868 -3.863
C 2.670 3.146 -3.694
C 3.185 3.498 -2.454
C 3.137 2.584 -1.410
C 3.711 -1.092 -1.054
C 5.062 -0.761 -1.277
C 5.836 -1.587 -2.078
C 5.294 -2.823 -2.504
C 4.032 -3.221 -2.082
C 3.174 -2.290 -1.464
H 0.833 -0.349 -1.124
H 1.821 -0.106 -3.008
H 1.825 1.551 -4.844
H 2.488 3.868 -4.476
H 3.779 4.395 -2.329
H 3.376 2.867 -0.376
H 5.452 0.189 -0.915
H 6.790 -1.203 -2.394
H 5.945 -3.408 -3.263
H 3.648 -4.194 -2.416
H 2.159 -2.509 -1.089
*
```

Here are the Löwdin charges for atoms 1 to 2, given in e: 0.92, -0.17

---

DFT (ωB97M-V/def2-TZVPD) results for C45H58BGeN6ORe as an isolated structure in a non-equilibrium geometry.

Computed properties:
HOMO-LUMO gap	6.43	eV
electronic energy	-4332.90380	Eh
highest occupied orbital energy	-13.6	eV

Structure (ORCA input):
```
! RIJCOSX wB97M-V def2-TZVPD def2/J DEFGRID3
* xyz 2 1
Re 0.326 0.044 -0.382
C 0.775 1.666 4.769
C 0.209 0.729 3.751
C -0.496 -0.440 3.957
C -0.841 -0.937 2.705
N -0.312 -0.118 1.754
N 0.303 0.918 2.431
B 0.893 2.130 1.686
N -0.165 2.637 0.679
N -0.782 1.788 -0.216
C -1.917 2.382 -0.636
C -1.985 3.641 -0.047
C -0.875 3.773 0.764
C -0.482 4.922 1.638
C -2.964 1.786 -1.545
C -4.350 2.101 -0.962
C -2.839 2.464 -2.915
C -2.838 0.265 -1.649
N 2.192 1.726 0.975
N 2.282 0.776 -0.038
C 3.628 0.593 -0.276
C 4.324 1.415 0.602
C 3.411 2.119 1.350
C 3.685 3.156 2.394
C 4.371 -0.244 -1.315
C 3.899 0.106 -2.719
C 4.230 -1.749 -1.044
C 5.865 0.096 -1.256
C -1.710 -2.176 2.517
C -0.840 -3.423 2.733
C -2.836 -2.143 3.564
C -2.391 -2.231 1.158
H 0.568 1.281 5.764
H 0.334 2.661 4.689
H 1.856 1.768 4.664
H -0.752 -0.863 4.917
H 1.139 2.997 2.464
H -2.765 4.376 -0.179
H -1.115 5.776 1.411
H 0.559 5.208 1.481
H -0.609 4.677 2.695
H -4.557 3.173 -0.957
H -4.453 1.723 0.059
H -5.113 1.623 -1.584
H -2.911 3.551 -2.812
H -3.648 2.127 -3.568
H -1.882 2.241 -3.390
H -2.997 -0.194 -0.670
H -1.868 -0.052 -2.045
H -3.592 -0.135 -2.333
H 5.394 1.527 0.656
H 4.756 3.341 2.434
H 3.361 2.831 3.380
H 3.183 4.098 2.169
H 2.822 0.112 -2.784
H 4.277 -0.621 -3.435
H 4.264 1.094 -3.019
H 3.199 -2.091 -1.106
H 4.612 -2.007 -0.052
H 4.813 -2.299 -1.787
H 6.048 1.166 -1.391
H 6.367 -0.435 -2.070
H 6.325 -0.231 -0.319
H -0.397 -3.419 3.731
H -0.023 -3.478 2.006
H -1.451 -4.326 2.640
H -2.451 -2.157 4.584
H -3.468 -3.028 3.440
H -3.462 -1.254 3.445
H -1.675 -2.245 0.343
H -3.049 -1.374 1.019
H -2.989 -3.140 1.069
C -0.294 -3.094 -1.402
C 0.291 -2.003 -0.605
O 1.282 -1.943 0.081
H -0.286 -4.015 -0.816
H 0.359 -3.232 -2.261
H -1.297 -2.850 -1.737
C 0.440 0.081 -2.170
Ge 0.323 0.190 -4.203
C 0.614 2.065 -4.498
C 1.574 2.724 -3.723
C 1.888 4.052 -3.978
C 1.251 4.731 -5.010
C 0.297 4.084 -5.786
C -0.025 2.754 -5.533
C 1.713 -0.853 -5.057
C 2.202 -0.358 -6.266
C 3.105 -1.106 -7.018
C 3.522 -2.351 -6.569
C 3.038 -2.856 -5.365
C 2.139 -2.108 -4.618
C -1.331 -0.647 -4.767
C -2.405 0.022 -5.357
C -3.515 -0.687 -5.809
C -3.569 -2.068 -5.670
C -2.494 -2.749 -5.108
C -1.379 -2.043 -4.674
H 2.079 2.204 -2.911
H 2.636 4.556 -3.377
H 1.506 5.765 -5.216
H -0.196 4.611 -6.595
H -0.754 2.263 -6.166
H 1.887 0.617 -6.628
H 3.476 -0.715 -7.958
H 4.230 -2.929 -7.154
H 3.365 -3.828 -5.013
H 1.795 -2.502 -3.667
H -2.398 1.096 -5.474
H -4.334 -0.157 -6.281
H -4.436 -2.617 -6.020
H -2.514 -3.831 -5.035
H -0.518 -2.596 -4.309
*
```

Here are the Löwdin charges for atoms 1 to 2, given in e: 1.57, 0.01

---

DFT (ωB97M-V/def2-TZVPD) results for C5H4BiO4 as an isolated structure in a non-equilibrium geometry.

Computed properties:
HOMO-LUMO gap (spin up / spin down)	2.09 / 2.21	eV
electronic energy	-705.95725	Eh
highest occupied orbital energy (spin up / spin down)	-23.8 / -23.8	eV

Structure (ORCA input):
```
! RIJCOSX wB97M-V def2-TZVPD def2/J DEFGRID3
* xyz 4 2
C 0.415 0.072 -3.737
C 1.439 0.704 -3.587
H 1.099 1.685 -3.039
H 1.673 -0.358 -1.022
O -0.084 0.263 0.272
C 0.590 -0.898 0.460
O 0.289 -1.649 1.372
O 1.541 -1.084 -0.359
Bi 0.733 -3.341 2.292
C -0.922 0.784 1.342
C -1.970 0.101 0.922
O -0.740 1.790 2.087
H -2.759 -0.630 1.108
H -1.305 2.561 1.889
*
```

Here are the Löwdin charges for atoms 1 to 2, given in e: 0.30, 0.10

---

DFT (ωB97M-V/def2-TZVPD) results for C4H9N in the gas phase in a non-equilibrium geometry.

Computed properties:
HOMO-LUMO gap	10.17	eV
SMILES string	C=CCNC
electronic energy	-212.49978	Eh
highest occupied orbital energy	-9.0	eV

Structure (ORCA input):
```
! RIJCOSX wB97M-V def2-TZVPD def2/J DEFGRID3
* xyz 0 1
C -2.384 -0.257 0.237
C -1.340 -0.975 -0.157
C -0.013 -0.360 -0.487
N 0.627 0.434 0.581
C 1.995 0.898 0.226
H -3.404 -0.608 0.289
H -2.281 0.805 0.019
H -1.256 -2.065 -0.210
H 0.729 -1.014 -0.963
H -0.269 0.351 -1.295
H 0.772 -0.234 1.339
H 2.423 1.303 1.137
H 2.622 0.086 -0.169
H 1.779 1.634 -0.546
*
```

Here are the natural (NBO) charges for atoms 1 to 2, given in e: -0.39, -0.18

---

DFT (ωB97M-V/def2-TZVPD) results for C41H38F3N7O5PRu as an isolated structure in a non-equilibrium geometry.

Computed properties:
HOMO-LUMO gap (spin up / spin down)	2.80 / 2.77	eV
electronic energy	-3080.26920	Eh
highest occupied orbital energy (spin up / spin down)	1.4 / 1.4	eV

Structure (ORCA input):
```
! RIJCOSX wB97M-V def2-TZVPD def2/J DEFGRID3
* xyz -2 2
Ru -0.603 0.394 -0.145
C -1.819 -0.575 3.718
C -1.777 -0.240 2.358
N -0.703 0.256 1.750
N 0.318 0.579 2.548
C 1.488 0.628 2.016
O 1.834 0.259 0.863
C 2.589 1.203 2.822
C 2.336 1.740 4.059
C 3.370 2.256 4.844
C 4.678 2.247 4.376
C 4.924 1.726 3.111
C 3.875 1.211 2.350
C -2.859 -0.463 1.560
C -3.888 -1.281 2.037
C -4.988 -1.530 1.255
C -5.061 -0.913 0.007
C -3.993 -0.065 -0.389
N -2.916 0.160 0.367
H -1.008 0.014 4.263
H -1.605 -1.698 3.880
H -2.840 -0.328 4.164
H 1.287 1.736 4.419
H 3.145 2.674 5.846
H 5.501 2.636 5.000
H 5.960 1.702 2.712
H 4.065 0.774 1.343
H -3.770 -1.774 3.034
H -5.794 -2.233 1.588
H -5.915 -1.113 -0.683
H -4.022 0.481 -1.387
C -1.993 5.323 0.815
N -1.684 5.141 -0.556
C -0.398 5.682 -0.818
N 0.617 5.183 0.027
C 0.221 5.395 1.368
N -1.024 4.837 1.699
C -0.963 3.447 1.650
P -0.560 2.731 -0.012
C -1.720 3.781 -0.909
C 0.870 3.815 -0.232
H -2.976 4.805 1.037
H -2.111 6.432 0.998
H -0.455 6.802 -0.668
H -0.125 5.468 -1.904
H 0.162 6.508 1.538
H 1.006 4.959 2.057
H -1.980 2.987 1.970
H -0.126 3.058 2.376
H -2.761 3.335 -0.697
H -1.520 3.684 -2.060
H 1.285 3.719 -1.313
H 1.674 3.419 0.498
F -1.492 0.057 -7.130
C -0.333 -0.364 -6.399
F -0.219 -1.678 -6.798
F 0.666 0.337 -7.038
C -0.396 -0.162 -4.996
C -0.944 -1.067 -4.162
C -0.955 -0.844 -2.765
N -0.499 0.251 -2.131
C -0.032 1.128 -2.943
C 0.045 0.969 -4.367
H -1.340 -2.048 -4.591
H -1.337 -1.618 -2.008
H 0.327 2.023 -2.425
H 0.490 1.796 -5.009
O 0.844 -1.824 1.017
C -0.276 -2.365 0.590
O -1.165 -1.614 -0.020
C -0.486 -3.699 0.524
C -1.729 -4.041 -0.021
C -2.055 -5.371 -0.325
C -1.130 -6.361 -0.079
O -1.232 -7.748 -0.328
C 0.055 -8.238 -0.106
O 0.797 -7.241 0.532
C 0.029 -6.076 0.423
C 0.437 -4.732 0.761
H -2.427 -3.203 -0.217
H -3.049 -5.639 -0.799
H 0.548 -8.519 -1.099
H 0.020 -9.166 0.536
H 1.469 -4.467 1.159
C 1.182 -0.736 0.212
C 2.189 -1.215 -0.853
C 3.108 -0.310 -1.372
C 4.131 -0.748 -2.227
C 4.212 -2.081 -2.593
C 3.263 -2.957 -2.106
C 2.265 -2.488 -1.229
H 3.055 0.760 -1.086
H 4.896 -0.021 -2.612
H 5.021 -2.431 -3.280
H 3.304 -4.047 -2.394
H 1.496 -3.179 -0.797
*
```

Here are the Löwdin charges for atoms 1 to 2, given in e: 1.04, -0.10

---

DFT (ωB97M-V/def2-TZVPD) results for C6H15NO3 in the gas phase in a non-equilibrium geometry.

Computed properties:
HOMO-LUMO gap	8.94	eV
SMILES string	CC[C@](N)(O)[C@@H](O)[C@H](C)O
electronic energy	-518.02580	Eh
highest occupied orbital energy	-8.2	eV

Structure (ORCA input):
```
! RIJCOSX wB97M-V def2-TZVPD def2/J DEFGRID3
* xyz 0 1
C -2.781 0.147 0.844
C -2.038 0.901 -0.237
C -0.178 0.764 -0.149
N 0.201 1.137 1.165
O 0.324 1.695 -1.065
C -0.010 -0.611 -0.626
O -0.363 -0.836 -1.959
C 1.836 -0.813 -0.519
C 2.154 -1.745 0.626
O 2.640 0.351 -0.380
H -3.855 0.378 0.835
H -2.418 0.412 1.842
H -2.691 -0.938 0.715
H -2.407 0.637 -1.232
H -2.204 1.980 -0.150
H -0.152 0.481 1.853
H 1.221 1.147 1.237
H 0.188 2.556 -0.635
H -0.416 -1.390 0.015
H -0.183 -0.013 -2.447
H 2.088 -1.278 -1.477
H 1.660 -2.710 0.485
H 1.841 -1.320 1.586
H 3.233 -1.937 0.697
H 2.310 1.004 -1.022
*
```

Here are the natural (NBO) charges for atoms 1 to 2, given in e: -0.64, -0.43

---

DFT (ωB97M-V/def2-TZVPD) results for a 2-piece molecular cluster, C9H14 overall in a non-equilibrium geometry.

Computed properties:
HOMO-LUMO gap	9.94	eV
SMILES string	Cc1ccccc1.CC
electronic energy	-351.31443	Eh
highest occupied orbital energy	-9.0	eV

Structure (ORCA input):
```
! RIJCOSX wB97M-V def2-TZVPD def2/J DEFGRID3
* xyz 0 1
C 0.579 -1.928 -0.475
C 0.177 -1.590 0.935
C 0.994 -1.679 2.050
C 0.601 -1.157 3.277
C -0.668 -0.640 3.445
C -1.528 -0.578 2.352
C -1.130 -1.118 1.144
H 1.113 -2.871 -0.586
H 1.340 -1.205 -0.798
H -0.276 -1.758 -1.118
H 1.923 -2.219 2.008
H 1.313 -1.100 4.089
H -0.990 -0.210 4.383
H -2.524 -0.155 2.384
H -1.783 -1.093 0.285
C -0.613 2.577 -2.733
C 0.850 2.287 -3.080
H -0.982 1.727 -2.162
H -0.742 3.544 -2.265
H -1.237 2.574 -3.595
H 1.259 3.086 -3.686
H 1.398 2.109 -2.159
H 0.926 1.397 -3.695
*
```

Here are the natural (NBO) charges for atoms 1 to 2, given in e: -0.63, 0.00